No. 1
Density functional theory data (ωB97M-V/def2-TZVPD) for a gas-phase ion, C5H8ClN2 (charge +1).

Properties
SMILES ... C=NCCC[N+]#CCl
LUMO energy ... -4.1 eV
HOMO level ... -13.73 eV
Charge ... +1
Energy above the lowest of the compared OMol25 structures with the same formula, charge and spin ... 83.6 kcal per mole
Frontier orbital gap ... 0.35550 hartree

Positions of all 16 atoms, in Å:
1 C -0.289383 2.376304 0.310619
2 N -0.233248 1.108906 0.217238
3 C 1.037448 0.423970 -0.179965
4 C 0.892016 -0.984562 -0.609115
5 C 0.058548 -1.784179 0.383662
6 N -1.348197 -1.323996 0.256245
7 C -2.219412 -0.538530 0.114438
8 Cl -3.520246 0.309895 -0.095435
9 H 0.473908 3.180410 0.180030
10 H -1.293412 2.724704 0.454542
11 H 1.823385 0.575529 0.623230
12 H 1.489234 0.927769 -1.077141
13 H 1.871348 -1.357722 -0.553868
14 H 0.484342 -1.140210 -1.701798
15 H 0.654479 -1.528724 1.378292
16 H 0.119197 -2.969566 0.299027

Cartesian forces, eV/Å:
-0.02 -0.40 -0.43
1.18 0.47 -0.63
0.89 2.99 -0.21
-2.28 -1.17 -1.87
1.58 -1.73 1.15
-2.02 1.83 0.34
4.24 -3.59 0.70
-0.87 0.66 -0.14
-0.06 -1.03 0.03
-0.39 0.61 0.44
-1.01 -0.50 -0.58
-0.43 0.03 0.81
1.32 -0.99 -0.29
0.81 0.53 2.05
-2.45 -0.42 -1.26
-0.49 2.72 -0.11

Atomic partial charges in e from the Mulliken method, atoms 1 to 6:
1 C -0.271
2 N -0.320
3 C -0.600
4 C -0.566
5 C -0.450
6 N -0.084

=====

No. 2
Density functional theory data (ωB97M-V/def2-TZVPD) for a gas-phase ion, C5H8ClN2O (charge +1).

Properties
SMILES ... CN1C=[NH+][C@](Cl)(C=O)C1
LUMO energy ... -3.9 eV
HOMO level ... -14.39 eV
Charge ... +1
Energy above the lowest of the compared OMol25 structures with the same formula, charge and spin ... 28.8 kcal per mole
Frontier orbital gap ... 0.38377 hartree

Positions of all 17 atoms, in Å:
1 C -1.133031 0.199442 1.202268
2 N 0.047165 0.191911 0.438282
3 C 0.957691 1.107231 0.307901
4 N 1.948343 0.803373 -0.531303
5 C 1.619106 -0.607853 -1.167948
6 Cl 2.637343 -1.856401 -0.575953
7 C 1.484778 -0.561013 -2.710018
8 O 1.545771 0.442840 -3.349021
9 C 0.216264 -0.893611 -0.545009
10 H -1.414112 -0.885448 1.602789
11 H -0.895937 0.783492 2.060534
12 H -2.019295 0.616327 0.599553
13 H 0.997741 2.024108 0.863916
14 H 2.894316 1.069589 -0.321787
15 H 1.163693 -1.582985 -3.011433
16 H -0.656634 -1.046337 -1.284511
17 H 0.321101 -1.845110 -0.112222

Cartesian forces, eV/Å:
-2.91 -1.27 0.73
0.18 -1.23 -2.14
1.26 -0.63 -0.07
-1.50 -2.33 -0.87
-0.74 2.61 0.82
1.40 -0.51 -0.06
-0.22 0.13 0.80
0.10 -0.71 0.14
-0.36 0.76 -1.61
0.78 2.28 -1.09
-0.51 0.63 0.80
1.25 -0.62 1.05
-0.22 0.20 0.41
0.29 0.32 -0.33
0.27 0.33 -0.76
1.23 1.05 0.96
-0.29 -1.01 1.23

Atomic partial charges in e from the Mulliken method, atoms 1 to 6:
1 C -0.838
2 N 0.117
3 C -0.049
4 N -0.210
5 C 0.959
6 Cl -0.102

=====

No. 3
Density functional theory data (ωB97M-V/def2-TZVPD) for a molecular structure, C5H8ClN3O3S2.

Properties
LUMO energy ... -0.7 eV
HOMO level ... -9.17 eV
Charge ... 0
Energy above the lowest of the compared OMol25 structures with the same formula, charge and spin ... 32.1 kcal per mole
Frontier orbital gap ... 0.30969 hartree

Positions of all 22 atoms, in Å:
1 C -2.100110 0.124581 0.198700
2 C 2.136425 -0.178720 -1.255452
3 C -2.080140 0.753085 -1.051566
4 C -3.360465 0.266122 0.981723
5 C 3.611694 -0.416450 -1.085483
6 N -0.874534 -0.243909 0.626433
7 N -0.016936 -0.129050 -0.314228
8 N 1.338696 -0.296633 -0.124664
9 O 1.604440 -0.072718 -2.339026
10 O 0.869557 2.407199 -1.062421
11 O 2.004081 3.453482 -2.988310
12 S -0.571219 0.840881 -1.751650
13 S 0.884269 3.467501 -2.094954
14 Cl -1.112310 2.741645 -3.324231
15 H -2.875917 1.247928 -1.450404
16 H -3.517791 -0.583377 1.611244
17 H -4.164361 0.501317 0.421375
18 H -3.279354 1.051888 1.715484
19 H 4.029857 0.172876 -1.761748
20 H 3.903563 -0.109019 -0.165775
21 H 3.650716 -1.493036 -1.233501
22 H 1.535092 -0.095785 0.837688

Cartesian forces, eV/Å:
0.52 1.56 -0.98
-0.33 -0.48 -0.02
2.72 -1.30 1.10
3.06 -1.00 2.86
-3.95 -2.40 0.60
-0.86 -0.74 0.79
-0.81 1.51 -2.98
-1.10 -0.07 0.38
0.69 -0.15 0.12
1.12 1.50 -0.20
0.14 -0.49 -0.26
-1.40 -2.74 1.09
0.22 0.98 1.23
-0.50 0.04 -0.47
-1.97 1.09 -1.22
-0.47 -0.87 0.11
-2.55 0.37 -2.13
0.33 0.64 0.19
2.26 1.97 -3.31
1.13 0.50 3.03
0.83 0.02 -0.10
0.95 0.07 0.18

Atomic partial charges in e from the Mulliken method, atoms 1 to 6:
1 C 0.569
2 C 0.911
3 C -0.173
4 C -1.368
5 C -1.321
6 N -1.014